Entry from the Open Molecules 2025 dataset: 2 unconnected molecules or ions with the total composition C5H14 at a distorted geometry (wB97M-V/def2-TZVPD).

```
! RIJCOSX wB97M-V def2-TZVPD def2/J DEFGRID3
* xyz 0 1
H 2.030 -0.298 0.286
H 3.781 -0.188 -0.060
C -1.597 -0.194 0.757
H -3.567 2.136 -0.374
H -0.559 -0.423 0.991
H -0.995 1.835 1.107
H -2.002 2.886 -0.756
C 2.832 -0.629 -0.368
H 3.074 -2.521 -1.472
H 3.124 -2.676 0.386
C -1.904 1.310 0.788
H 2.745 -0.199 -1.367
H -2.581 1.577 1.602
H -2.172 -0.691 1.535
H 1.704 -2.398 -0.562
H -2.382 1.256 -1.299
H -1.813 -0.606 -0.227
C -2.496 1.967 -0.472
C 2.776 -2.144 -0.495
*
```

**Electronic energy**: -198.8670 Eh
**Structure (SMILES)**: CCC.CC
**Molecular weight**: 74.2 g/mol

natural (NBO) population analysis, charges in e, atoms 1 to 2: H 0.203; H 0.203